A 2-piece molecular cluster, C5H10OS overall in a non-equilibrium geometry. Source: OMol25; level of theory: ωB97M-V/def2-TZVPD.

Geometry as XYZ:
```
17
Properties=species:S:1:pos:R:3:forces:R:3
C -2.79085 -0.58651 0.39851 -1.4 1.2 -2.2
C -2.35332 -1.42428 1.13145 2.1 -1.0 1.3
C 1.74490 -0.15873 1.03014 -0.5 -2.2 -2.2
C 0.01946 1.47775 0.08187 4.9 1.3 -5.9
C 1.03556 0.33306 -0.29452 -0.4 -0.2 1.6
O 0.41519 -0.90131 -2.60846 -1.0 0.3 -1.9
S 0.11347 -1.09932 -1.00541 0.6 0.4 0.3
H -3.21233 0.04578 -0.45300 0.8 -1.2 2.0
H -0.39566 -0.64709 -3.14730 1.4 -0.3 1.4
H -1.60711 -2.04445 1.71227 -1.8 1.0 -0.9
H 1.90207 0.64335 1.68526 0.7 1.3 0.7
H 0.94311 -0.74562 1.53977 1.1 -0.3 -0.1
H 2.72589 -0.74249 0.75200 -2.1 0.9 0.9
H -0.78767 1.05047 0.44081 -4.0 -1.5 2.1
H -0.16743 2.03795 -0.93263 -0.2 -1.0 1.9
H 0.59226 2.14539 0.65351 0.1 1.1 1.3
H 1.82247 0.61604 -0.98426 -0.2 0.2 -0.4
```
Positions in Å, forces in eV/Å.

Computed properties:
SMILES: CC(C)SO.C#C
Gap between HOMO and LUMO (eV): 8.786

***

One molecule with the formula C3HCl2NO in a non-equilibrium geometry. Source: OMol25; level of theory: ωB97M-V/def2-TZVPD.

Geometry as XYZ:
```
8
Properties=species:S:1:pos:R:3:forces:R:3
C -2.44609 0.46109 -1.14877 1.4 0.2 0.4
C -1.22828 -0.11294 -0.55345 1.5 -2.9 1.2
C 0.32869 0.46305 -0.65047 -3.3 1.4 -0.7
N -3.52172 0.76846 -1.37392 -0.7 0.3 -0.5
O -1.43899 -1.09882 0.14948 0.8 2.0 -1.5
Cl 0.10367 1.51768 0.83106 1.0 -0.3 -0.9
Cl 0.61028 1.40858 -2.21778 -0.4 -0.7 1.6
H 1.14481 -0.25494 -0.60651 -0.5 -0.1 0.5
```
Positions in Å, forces in eV/Å.

Computed properties:
SMILES: N#CC(=O)C(Cl)Cl
Gap between HOMO and LUMO (eV): 10.287

***

An isolated ion of composition C5H14N2 and charge +1 in a non-equilibrium geometry. Source: OMol25; level of theory: ωB97M-V/def2-TZVPD.

Geometry as XYZ:
```
21
Properties=species:S:1:pos:R:3:forces:R:3
C 0.01208 -0.28566 1.62727 1.0 0.0 -0.5
C -0.37633 0.16105 0.21014 -2.8 -0.3 -1.1
C -1.31831 -0.87430 -0.47128 -0.1 -2.8 0.2
C -2.53700 -1.37431 0.34440 0.6 0.4 0.6
N 0.74795 0.24658 -0.66823 1.1 0.8 1.9
C 1.69144 1.40919 -0.55534 0.6 0.6 -0.7
N 2.54284 1.57266 -1.65450 0.1 -0.3 0.1
H 0.47976 -1.26797 1.49597 0.3 0.2 0.4
H -0.77280 -0.41512 2.36445 -0.4 0.3 -0.4
H 0.69406 0.47507 2.01260 0.2 -0.4 0.2
H -0.96720 1.07135 0.15514 0.6 0.7 0.4
H -1.69505 -0.73782 -1.48542 0.6 1.0 0.0
H -0.68609 -1.77263 -0.55612 0.1 0.1 -0.2
H -2.40508 -1.05549 1.37167 -0.6 0.4 0.2
H -2.56714 -2.45360 0.45775 0.1 -0.2 -0.5
H -3.47871 -1.05220 -0.07983 -0.1 0.2 0.2
H 1.32629 -0.59723 -0.69427 -0.5 -0.4 -0.7
H 2.25255 1.10129 0.34542 0.0 -0.1 0.0
H 1.18491 2.33624 -0.28356 -0.5 -0.3 -0.2
H 2.41448 2.36707 -2.25491 0.0 0.0 0.1
H 3.45737 1.14586 -1.68134 -0.2 0.1 0.1
```
Positions in Å, forces in eV/Å.

Computed properties:
Spin multiplicity: 2
Net charge: +1
Gap between HOMO and LUMO (alpha / beta) (eV): 11.572 / 6.716

***

One molecule with the formula C5H6 in a non-equilibrium geometry. Source: OMol25; level of theory: ωB97M-V/def2-TZVPD.

Geometry as XYZ:
```
11
Properties=species:S:1:pos:R:3:forces:R:3
C -0.96677 -0.25143 -0.55502 1.5 1.7 -1.3
C -0.41671 1.13033 -0.06190 0.4 -0.5 -1.4
C 0.72942 0.91790 0.59069 -0.2 -1.2 0.4
C 1.05419 -0.57651 0.52689 -1.1 2.7 0.0
C 0.12427 -1.25537 -0.13038 -1.1 0.1 -0.6
H -1.88363 -0.41225 -0.08453 -1.6 -0.6 1.1
H -1.28295 -0.14260 -1.62714 0.8 -0.6 0.6
H -0.64375 2.14510 -0.47401 -0.6 -1.1 0.8
H 1.22582 1.71081 1.17006 0.3 -0.7 -0.6
H 1.94989 -0.90315 0.90932 1.8 -1.1 1.0
H 0.11022 -2.36284 -0.26399 -0.1 1.2 0.0
```
Positions in Å, forces in eV/Å.

Computed properties:
SMILES: C1=CCC=C1
Gap between HOMO and LUMO (eV): 10.001

***

C3H5N3O as an isolated structure in a non-equilibrium geometry. Source: OMol25; level of theory: ωB97M-V/def2-TZVPD.

Geometry as XYZ:
```
12
Properties=species:S:1:pos:R:3:forces:R:3
N -1.26310 1.45450 1.60238 0.1 0.0 -0.2
C -1.25639 0.84930 0.40927 0.1 -0.4 -0.7
N -1.30415 0.27370 -0.60293 0.0 0.5 0.9
C -0.07229 -1.04746 -1.14106 0.3 0.0 0.1
O 0.19405 -0.79414 -2.43052 -0.2 -0.1 0.0
C 1.03976 -0.84687 -0.24280 -0.2 0.0 0.1
N 1.08543 -0.21286 0.87932 0.1 -0.2 -0.3
H -1.27475 2.46672 1.54954 0.0 -0.1 0.0
H -0.46540 1.09683 2.12370 -0.1 0.1 0.0
H -0.47556 -1.25454 -2.95473 0.2 0.1 0.0
H 1.85067 -1.52189 -0.56393 -0.1 0.1 0.1
H 1.94173 -0.46330 1.37177 -0.1 0.1 0.0
```
Positions in Å, forces in eV/Å.

Computed properties:
Gap between HOMO and LUMO (eV): 8.169

***

C41H59Cl2GeN2O6Ti as an isolated structure in a non-equilibrium geometry. Source: OMol25; level of theory: ωB97M-V/def2-TZVPD.

Geometry as XYZ:
```
112
Properties=species:S:1:pos:R:3:forces:R:3
Ti 0.39294 0.31728 -0.70799 0.8 0.8 0.0
C 2.71672 -2.06012 2.57065 0.0 0.0 0.0
C 1.29764 -2.37583 2.09018 0.0 0.1 -0.1
C 1.01729 -3.87333 2.18188 0.0 -0.1 0.0
C 0.28486 -1.52873 2.83779 0.1 0.1 0.1
C -0.28787 -2.01181 4.00913 0.0 0.0 0.0
C -1.17438 -1.24583 4.74737 0.0 0.0 0.0
C -1.50185 0.02404 4.30987 0.0 0.0 0.0
C -0.94473 0.55050 3.14912 -0.1 0.1 -0.1
C -1.30770 1.95602 2.71194 0.1 0.0 0.0
C -0.73874 2.98302 3.69235 0.0 0.0 0.0
C -2.81351 2.13608 2.53506 -0.1 0.0 0.0
C -0.03856 -0.22577 2.40987 -0.2 -0.1 0.1
N 0.57007 0.32161 1.25019 -0.1 0.1 0.2
C 1.69012 1.12594 1.47032 -0.2 -0.1 -0.3
C 2.10413 1.96356 0.48782 -0.2 -0.2 0.1
N 1.39636 2.05544 -0.71355 -0.3 0.1 0.4
C 1.54588 3.31118 -1.37206 -0.1 0.0 -0.2
C 1.37887 4.53355 -0.66911 0.0 0.0 0.1
C 1.63521 5.73488 -1.32424 0.0 -0.1 0.0
C 1.96960 5.78299 -2.66162 0.0 0.0 0.0
C 2.06951 4.59436 -3.35458 0.1 -0.1 0.0
C 1.89022 3.35620 -2.73957 0.0 0.0 -0.1
C 2.11331 2.14824 -3.64083 0.0 0.0 0.0
C 3.15006 1.15376 -3.11891 0.0 0.0 0.1
C 0.81387 1.45863 -4.05712 0.0 0.0 0.1
C 0.87686 4.65511 0.76901 0.0 -0.1 0.0
C 1.98883 5.05717 1.74939 0.0 0.0 0.0
C -0.24561 5.69279 0.90283 -0.1 0.0 -0.1
H 3.45331 -2.66169 2.03186 0.0 0.0 0.0
H 2.81570 -2.27407 3.63888 0.0 0.0 0.0
H 2.95681 -1.00931 2.40782 0.0 -0.1 0.0
H 1.24846 -2.09315 1.04039 -0.1 0.0 -0.1
H 1.25231 -4.27222 3.17216 0.0 0.0 0.0
H 1.63536 -4.41642 1.46293 0.0 0.0 0.0
H -0.02819 -4.10081 1.96290 0.0 0.0 0.0
H -0.03855 -3.00911 4.35047 0.0 0.0 0.0
H -1.61275 -1.64398 5.65461 0.0 0.0 0.0
H -2.20009 0.62703 4.87867 0.0 0.0 0.0
H -0.85322 2.11438 1.73519 0.0 0.1 0.1
H -1.16208 2.85570 4.69276 0.0 0.0 0.0
H -0.96757 3.99650 3.35840 0.0 0.0 0.0
H 0.34650 2.89095 3.77480 0.0 0.0 0.0
H -3.36101 1.92358 3.45756 0.0 0.0 0.0
H -3.19422 1.48532 1.74801 0.0 0.0 0.0
H -3.03677 3.16368 2.24053 0.0 0.0 0.0
H 2.19446 1.05310 2.42979 0.2 -0.1 -0.1
H 2.99205 2.57062 0.60737 0.1 0.0 0.0
H 1.52718 6.65759 -0.77040 0.0 0.0 0.0
H 2.14100 6.73044 -3.15794 0.0 0.0 0.0
H 2.32669 4.60823 -4.40706 0.0 0.0 0.0
H 2.54243 2.56764 -4.55456 0.0 0.1 0.0
H 2.76634 0.55418 -2.29630 0.1 0.2 -0.3
H 4.04318 1.67169 -2.76107 0.0 0.0 -0.1
H 3.45039 0.47629 -3.92250 0.0 0.0 0.0
H 0.99080 0.81339 -4.92228 0.0 0.0 0.0
H 0.39214 0.83197 -3.27093 0.2 0.2 -0.4
H 0.05221 2.19122 -4.33127 0.0 0.0 0.0
H 0.47177 3.68916 1.06439 0.0 0.0 0.0
H 2.41159 6.02234 1.45790 0.0 0.0 0.0
H 2.80620 4.34066 1.79839 0.0 -0.1 -0.1
H 1.58077 5.16577 2.75709 0.0 0.0 0.0
H 0.14336 6.71085 0.83176 0.0 0.0 0.0
H -0.70378 5.60139 1.88948 0.0 0.0 0.0
H -1.02397 5.56322 0.15299 0.1 0.0 0.1
Cl 6.92798 -3.87873 -1.13440 0.1 0.0 0.0
C 5.45027 -2.96022 -1.05340 -0.1 0.2 0.0
C 5.47938 -1.63071 -0.63205 0.2 0.0 0.0
C 4.32415 -0.88569 -0.56400 -0.1 -0.2 -0.1
C 3.08065 -1.44641 -0.92215 -0.2 -0.2 0.2
O 1.99952 -0.72609 -0.83013 -0.3 -0.4 -0.3
C 3.06920 -2.79961 -1.34925 -0.2 -0.1 0.1
C 1.85919 -3.55604 -1.74067 0.5 0.3 -0.2
O 0.70956 -3.21397 -1.66550 -0.4 0.1 0.2
C 4.25681 -3.53789 -1.41077 0.1 0.2 0.0
H 6.42466 -1.18706 -0.34700 0.0 0.0 0.0
H 4.32423 0.14026 -0.21909 0.1 0.0 0.0
H 2.13501 -4.53799 -2.17883 -0.2 -0.2 0.0
H 4.23469 -4.56874 -1.74469 0.0 0.0 0.0
O -1.89288 3.77027 -0.75626 -0.1 0.1 0.0
Cl -1.67514 2.50767 -1.44279 -0.1 -0.6 0.3
O -2.89918 2.05568 -2.08768 -0.1 0.2 -0.1
O -0.60229 -0.34053 -2.11002 -0.3 -0.4 1.2
O -1.41393 1.48744 -0.28899 0.2 -0.1 -0.7
C -4.26994 -4.91507 -2.43210 0.0 -0.1 0.0
C -4.55612 -3.44764 -2.72567 0.0 0.0 0.1
C -3.61603 -2.83250 -3.76416 0.0 0.0 0.0
C -2.19301 -2.64634 -3.23478 0.0 -0.2 -0.1
Ge -2.11299 -1.31641 -1.81038 0.5 0.4 -0.2
C -1.99447 -2.06933 -0.01176 -0.2 -0.2 0.2
C -3.17228 -1.62498 0.86570 0.0 0.0 0.0
C -3.45615 -2.56265 2.03887 0.0 0.1 0.0
C -4.11168 -3.86691 1.60274 0.0 -0.1 0.0
H -4.95977 -5.31522 -1.68680 0.0 0.0 0.0
H -3.26003 -5.06403 -2.04534 0.0 0.0 0.0
H -4.36555 -5.52123 -3.33665 0.0 0.0 0.0
H -4.49394 -2.88122 -1.78870 0.0 0.0 0.0
H -5.59114 -3.33705 -3.06075 0.0 -0.1 0.0
H -4.02457 -1.87025 -4.08460 0.0 0.0 0.0
H -3.60793 -3.47250 -4.65460 0.0 0.0 0.0
H -1.50295 -2.32818 -4.01999 -0.1 0.0 0.0
H -1.80140 -3.59000 -2.84818 0.1 0.0 0.0
H -3.36677 -0.43319 -1.87851 0.1 0.1 -0.1
H -1.05747 -1.82830 0.49002 0.2 0.1 0.0
H -1.95882 -3.15638 -0.13283 -0.1 0.0 0.0
H -4.08433 -1.53059 0.26349 0.0 0.0 0.0
H -2.96385 -0.61652 1.23229 0.0 0.0 0.0
H -4.09859 -2.05399 2.76439 0.0 0.0 0.0
H -2.52029 -2.77007 2.56235 0.0 0.0 0.0
H -5.05998 -3.67794 1.09179 0.0 0.0 0.0
H -4.32062 -4.52080 2.45233 0.0 0.0 0.0
H -3.47943 -4.42945 0.91154 0.0 0.0 0.0
```
Positions in Å, forces in eV/Å.

Computed properties:
Net charge: -1
Gap between HOMO and LUMO (eV): 6.713

***

A 7-piece molecular cluster, C12H21Cl4N5O10 overall in a non-equilibrium geometry. Source: OMol25; level of theory: ωB97M-V/def2-TZVPD.

Geometry as XYZ:
```
52
Properties=species:S:1:pos:R:3:forces:R:3
C -0.18820 -1.41074 1.25921 -0.2 0.1 -0.3
Cl 1.43806 -1.84728 0.70438 0.0 0.2 0.3
Cl -0.20338 -0.27520 2.60599 0.4 -0.2 0.0
Cl -1.03897 -0.65589 -0.09760 0.1 -0.2 0.1
Cl -0.99618 -2.89538 1.77608 -0.1 -0.1 0.0
C -3.44001 -4.34037 -0.59703 -0.2 0.5 -0.1
N -4.77549 -4.13460 0.05621 0.8 0.7 -0.2
O -5.42800 -5.11977 0.21642 -0.8 -1.0 0.2
O -5.10196 -3.01731 0.40896 0.2 0.2 -0.1
H -2.73106 -4.51314 0.20275 0.0 -0.3 0.0
H -3.13241 -3.44899 -1.13319 -0.2 0.2 0.1
H -3.56463 -5.17470 -1.26895 0.2 -0.3 0.0
C 3.99171 -2.74781 -1.60357 -0.5 -0.7 -0.2
N 5.38724 -3.25222 -1.66034 0.4 0.7 0.6
O 6.12882 -2.98525 -0.72908 -0.4 -0.2 -0.4
O 5.68573 -3.88770 -2.64170 0.2 -0.3 -0.3
H 3.90453 -1.93880 -0.89939 0.2 0.2 0.2
H 3.38069 -3.61197 -1.32902 0.1 0.2 0.3
H 3.67742 -2.49459 -2.60781 0.2 0.3 -0.1
C -4.10398 -0.42697 1.39786 -0.2 0.8 0.5
N -4.16945 1.01870 1.84311 -0.3 -0.4 -0.3
O -5.10615 1.37839 2.51796 -0.1 -0.2 0.2
O -3.28957 1.75017 1.44638 0.5 0.1 -0.1
H -3.86618 -0.38349 0.34971 0.1 -0.2 -0.2
H -5.05688 -0.88179 1.60070 -0.2 0.0 0.0
H -3.32663 -0.90247 1.98477 0.2 0.0 -0.1
C -1.94798 -0.57497 -4.53591 -0.5 0.1 0.8
N -1.28015 -1.77437 -3.95809 0.5 1.1 0.8
O -0.58153 -1.63324 -2.96291 -0.3 0.2 -0.4
O -1.45908 -2.80356 -4.52569 -0.2 -1.6 -0.7
H -2.15823 0.09806 -3.71358 0.2 0.2 0.0
H -2.89130 -0.89930 -4.96412 0.2 0.0 -0.3
H -1.26281 -0.12481 -5.23660 0.1 0.0 -0.3
C 3.54611 1.20135 -0.22442 0.5 -0.1 0.2
N 4.93387 1.39293 0.28822 -1.2 0.3 -0.4
O 5.59342 0.39948 0.31176 1.2 -1.4 0.1
O 5.29460 2.49172 0.59729 0.3 1.1 0.3
H 3.70231 1.01897 -1.28188 -0.4 -0.1 -0.1
H 2.95848 2.07829 -0.01942 -0.2 0.3 0.0
H 3.20024 0.32008 0.29866 -0.3 -0.1 -0.2
C 1.02100 5.80661 1.64377 0.1 0.4 -0.3
C -0.25464 5.31003 1.46972 -0.5 -0.1 -0.7
C -0.59851 4.06042 1.96246 0.6 -0.4 0.8
C 0.36085 3.33501 2.68943 0.0 0.0 -0.4
C 1.64634 3.84311 2.88142 -0.4 0.8 0.5
C 1.94821 5.11444 2.38046 0.4 -0.7 0.3
H 1.30989 6.72991 1.15930 -0.1 0.2 0.2
H -0.94400 5.90240 0.87253 -0.1 -0.2 0.2
H -1.57916 3.60933 1.88047 -0.1 0.3 -0.3
H 0.07958 2.35095 3.05894 0.2 0.3 0.1
H 2.37129 3.38981 3.55094 -0.1 -0.4 -0.3
H 2.91614 5.55647 2.57445 0.1 -0.1 -0.1
```
Positions in Å, forces in eV/Å.

Computed properties:
SMILES: C[N+](=O)[O-].C[N+](=O)[O-].C[N+](=O)[O-].C[N+](=O)[O-].C[N+](=O)[O-].ClC(Cl)(Cl)Cl.c1ccccc1
Gap between HOMO and LUMO (eV): 8.978

***

A 2-piece molecular cluster, C2H9NO2Si overall in a non-equilibrium geometry. Source: OMol25; level of theory: ωB97M-V/def2-TZVPD.

Geometry as XYZ:
```
15
Properties=species:S:1:pos:R:3:forces:R:3
C -1.28409 0.53964 1.36617 -2.2 1.8 2.6
C 0.17566 -1.30511 1.12282 -0.6 -2.4 1.0
N -0.34696 -0.11900 0.57304 0.8 1.1 -2.7
O -0.60390 1.72758 -1.62127 0.5 -0.5 -0.2
O 2.37237 1.25428 -3.21369 1.7 2.2 1.0
Si 0.11071 0.50836 -1.04127 -1.9 0.3 3.1
H -1.85336 1.32945 0.84545 0.4 -0.4 -0.1
H -2.06633 -0.11781 1.85905 0.8 0.2 -0.8
H -0.82536 1.07596 2.24789 -0.1 -0.5 -0.7
H 0.76034 -1.29343 2.07005 0.2 0.8 -0.7
H -0.63413 -2.04242 1.44154 0.4 0.9 -0.7
H 0.70552 -1.79396 0.32745 0.7 -0.6 0.0
H 1.73465 1.51219 -3.87625 -0.4 0.2 -0.3
H 2.84305 2.13892 -2.97143 -1.3 -2.4 -0.7
H 1.18020 -0.35433 -1.31124 1.1 -0.8 -0.9
```
Positions in Å, forces in eV/Å.

Computed properties:
SMILES: CN(C)[SiH]=O.O
Gap between HOMO and LUMO (eV): 9.642

***

Relative energy (zero: lowest compared OMol25 entry of this formula, charge and spin) for the records above, in order: 99.2; 18.6; 25.3; 16.0; 110.0; 51.7; 8.8; 73.7 kcal per mole